This record from OMol25 describes C4H5NO in the gas phase. The level of theory is ωB97M-V with the def2-TZVPD basis set.

CARTESIAN COORDINATES (ANGSTROEM)
C: 0.832 -1.483 -0.179
C: -0.388 -0.275 0.972
C: -1.250 0.648 0.436
C: -0.471 1.597 -0.277
N: 0.805 1.327 -0.314
O: 0.889 0.161 0.483
H: 1.248 -2.078 0.624
H: -0.089 -1.877 -0.598
H: 1.553 -1.202 -0.944
H: -2.324 0.675 0.561
H: -0.804 2.507 -0.764

As for the spin multiplicity: 1. The strongest force on any atom is 0.440 eV/A. As for the total charge: 0. The value obtained for the energy above the lowest of the compared OMol25 structures with the same formula, charge and spin is 6.3118 eV. As for the frontier orbital gap: 9.424 eV.